Entry from the Open Molecules 2025 dataset: 3 unconnected molecules or ions with the total composition C13H26BN2O9S (ωB97M-V with the def2-TZVPD basis set).

```
52
Properties=species:S:1:pos:R:3:forces:R:3
C -0.309559 1.112804 5.993265 0.86 -0.89 0.61
C -0.710865 -0.318328 5.459087 -1.38 0.50 0.03
N -0.409931 -0.517002 4.026497 0.01 -0.35 1.70
B 1.040770 -0.935243 3.765261 0.64 -0.88 -1.00
O 1.367808 -2.375062 3.847784 -0.61 -0.15 0.34
O 2.118715 -0.226695 4.506959 0.75 1.41 0.01
C 2.842989 0.572691 3.573346 -1.18 -0.21 -1.69
C 1.633772 0.823703 2.536398 1.12 -1.10 2.22
N 1.929162 1.647723 1.297992 -0.59 -0.66 0.76
C 1.454877 2.729698 1.504919 0.52 2.33 -0.33
S 1.051394 4.249537 1.866711 0.05 -1.37 -0.50
O 1.259417 -0.509694 2.338829 0.03 1.99 -0.91
H -0.133018 1.845868 5.176050 -0.21 -0.62 0.46
H 0.642178 0.972622 6.569682 -0.62 0.49 -0.60
H -1.050205 1.525193 6.717439 0.31 -0.31 -0.59
H -0.302183 -1.146449 6.103392 -0.06 0.80 -0.22
H -1.830216 -0.377242 5.585543 0.86 -0.11 -0.13
H -0.978032 -1.318175 3.734422 0.23 0.38 -0.08
H 1.732911 -2.577312 4.720648 -0.11 0.25 -0.43
H 3.537704 -0.023383 2.917681 0.02 0.41 1.04
H 3.301835 1.497786 3.995323 -0.34 -0.75 -0.05
H 0.968986 1.476095 3.157699 -0.41 -1.07 -0.47
C 2.993286 0.952869 -1.419620 0.33 0.02 -0.46
C 1.660964 0.301831 -1.720211 0.33 -0.13 0.72
O 1.093211 0.824020 -2.939488 -0.17 -0.13 -0.48
C 1.599057 0.340202 -4.069587 0.19 0.28 0.61
O 2.467289 -0.489711 -4.165895 -0.18 0.00 -0.27
O 0.986610 0.956063 -5.097120 0.01 -0.09 -0.03
C 1.497922 0.592248 -6.375795 0.00 -0.01 -0.29
H 2.896893 2.040526 -1.412146 -0.09 -0.04 0.17
H 3.368263 0.626514 -0.451979 -0.12 0.02 -0.03
H 3.737681 0.703054 -2.179479 -0.08 -0.11 -0.01
H 0.954144 0.533741 -0.925231 -0.12 0.08 -0.23
H 1.744939 -0.784567 -1.769609 -0.01 0.08 -0.22
H 1.503946 -0.490180 -6.507666 0.14 0.05 0.10
H 2.501546 0.998980 -6.506362 0.03 -0.17 0.02
H 0.843439 1.029529 -7.128408 -0.08 0.09 0.21
C -4.582124 -0.045987 -0.804500 0.23 0.17 -0.07
C -4.789567 -1.388018 -1.476663 -0.18 0.15 0.52
O -4.279896 -1.379170 -2.816938 0.05 -0.21 -0.19
C -2.951974 -1.509284 -2.922996 -0.02 0.21 0.05
O -2.178492 -1.639210 -2.012602 -0.09 -0.09 -0.13
O -2.629068 -1.447043 -4.221437 -0.16 -0.11 0.08
C -1.222388 -1.483752 -4.463722 0.39 -0.05 -0.15
H -5.002453 0.757085 -1.413977 -0.12 -0.08 0.03
H -5.057430 -0.030507 0.177533 0.00 -0.03 -0.04
H -3.521505 0.171739 -0.674917 -0.03 -0.12 0.07
H -5.856982 -1.598094 -1.553963 0.07 -0.02 -0.30
H -4.341083 -2.199132 -0.900207 0.17 0.08 -0.12
H -0.757741 -2.341219 -3.976561 -0.06 0.12 0.11
H -0.764367 -0.555857 -4.126711 -0.05 -0.11 0.13
H -1.072630 -1.575802 -5.538670 -0.28 0.04 0.02
```
Positions in Å, forces in eV/Å.

The calculation puts the total energy at -1720.81283 Eh. As for the strongest force on any atom: 2.72 eV/A. The value obtained for the LUMO energy is 0.0890 hartree. Its charge is -1. As for the HOMO energy: -4.724 eV.


Entry from the Open Molecules 2025 dataset: a molecular structure, C13H26BeBr5Cl4FMgN4O2 (ωB97M-V with the def2-TZVPD basis set).

```
57
Properties=species:S:1:pos:R:3:forces:R:3
C -0.333260 1.845211 0.556949 0.76 -1.47 1.02
C -0.502050 0.961561 1.822934 -0.12 0.04 -0.69
C -1.537944 -0.176961 1.646591 0.18 0.90 -0.29
Cl -0.878660 -1.227123 0.312706 -0.07 -0.45 0.33
C -2.868578 0.456125 1.310474 1.85 -0.39 1.24
N -3.269617 1.557820 1.971880 -1.61 -0.66 -1.60
C -4.504044 1.909949 1.435021 -0.13 1.23 0.71
N -5.159816 3.052769 1.933325 0.94 -0.17 -0.66
C -4.858552 1.039210 0.451880 0.37 0.43 0.81
N -3.793690 0.144505 0.447229 -1.17 0.21 -0.35
F -3.747104 -0.916223 -0.351573 -0.63 -0.85 3.00
H -1.179223 2.511914 0.387086 -0.11 -0.34 0.11
H -0.143824 1.255022 -0.345898 -0.12 0.06 0.14
H 0.568909 2.491001 0.710411 -1.11 -2.12 0.38
H -0.787724 1.625606 2.644018 -0.05 -0.50 -0.13
H 0.445450 0.488413 2.096864 -0.09 0.05 -0.07
H -1.618859 -0.781526 2.554446 0.00 -0.20 -0.34
H -2.815952 2.071564 2.722388 0.33 -0.17 0.25
H -4.527095 3.486606 2.602024 -0.45 0.04 0.34
H -5.223079 3.741222 1.184265 -0.51 -0.09 0.03
H -5.755020 1.077631 -0.148999 0.29 -0.52 -0.22
O -8.433838 1.611968 0.773030 0.43 0.00 -0.16
H -8.182462 0.689194 0.660800 -0.23 -0.06 0.07
H -7.723307 1.999196 1.296390 -0.17 0.05 0.18
Br -3.286120 -0.268159 -2.541087 2.99 -0.78 -2.95
Be -1.176275 -1.805214 -2.271669 -1.74 1.94 -0.08
Br 0.472371 4.246276 -0.074065 1.80 4.66 -0.47
C 0.797542 2.828069 4.742955 -0.23 -0.05 -0.01
C -0.654651 2.827711 4.552161 0.56 0.27 0.39
N -1.784287 2.842761 4.366346 -0.39 -0.09 -0.34
H 1.271319 2.978611 3.773405 0.04 -0.02 0.01
H 1.095790 3.626688 5.419573 -0.08 0.00 0.03
H 1.120858 1.873544 5.154195 -0.02 0.00 0.03
C 0.735919 -4.773187 2.689801 0.43 0.71 -0.23
C 2.038106 -3.961953 2.777033 -0.02 -0.05 -0.15
O 2.695809 -3.965618 1.527973 0.21 0.05 -0.03
H 0.957400 -5.800640 2.386117 0.44 0.21 -0.17
H 0.222275 -4.773358 3.660051 0.18 0.42 0.01
H 0.068002 -4.351430 1.937026 -0.08 0.03 0.06
H 2.716543 -4.390243 3.511208 0.06 -0.01 -0.08
H 1.819481 -2.926615 3.068472 -0.12 -0.04 0.18
H 2.098911 -3.579246 0.879179 0.03 -0.05 -0.03
C 3.399093 -1.144285 -2.627379 0.90 0.83 -0.08
Br 3.829638 -0.170644 -1.024308 -0.21 -0.15 -0.10
Br 1.527659 -1.773350 -2.631462 -0.84 -0.49 0.04
Br 3.797381 -0.147572 -4.208510 -0.16 -0.15 0.07
H 4.021844 -2.030588 -2.636213 -0.32 -0.21 0.06
Cl -0.813710 -6.568533 3.297348 -1.14 -1.13 0.33
Mg 1.960202 6.146366 0.644738 -0.87 -0.89 -0.69
Cl 4.845111 -2.492573 -8.011775 -0.03 0.02 0.02
C 5.990500 -1.287746 -8.655637 0.06 -0.03 -0.09
C 6.224764 -0.159036 -7.685604 0.22 -0.02 -0.01
Cl 4.774973 0.864358 -7.485403 -0.06 0.02 0.12
H 5.601995 -0.925561 -9.604246 -0.07 0.00 0.05
H 6.927304 -1.808997 -8.845429 0.01 0.02 0.07
H 7.020184 0.486780 -8.053649 -0.05 0.01 -0.06
H 6.513422 -0.531278 -6.705361 -0.09 -0.02 0.01
```
Positions in Å, forces in eV/Å.

The calculation puts the total energy at -15905.02796 Eh. As for the strongest force on any atom: 5.02 eV/A. The value obtained for the LUMO energy is -0.3448 hartree. Its charge is +2. As for the HOMO energy: -10.679 eV.


Entry from the Open Molecules 2025 dataset: a molecular structure, C13H26CeCl2NO4P2 (ωB97M-V with the def2-TZVPD basis set).

```
49
Properties=species:S:1:pos:R:3:forces:R:3
C -2.081513 -2.246661 -2.233254 0.49 -0.30 -0.62
C -1.779803 -1.236433 -1.266559 -0.26 0.21 0.68
N -0.633045 -0.459021 -1.426841 0.01 0.21 1.05
C 0.259135 -0.799408 -2.382234 0.14 -1.07 -1.19
C 0.001227 -1.797720 -3.318877 0.87 0.68 0.43
C -1.181973 -2.534321 -3.247400 -1.03 0.21 0.74
C -2.620718 -1.093635 -0.124859 0.47 -0.02 -0.30
P -2.436581 0.140539 1.141040 -0.52 -0.86 -1.20
Ce -0.111641 1.466279 0.204437 -0.31 -0.56 1.32
P 2.276187 0.564397 -0.879996 0.41 -0.08 -1.04
C 1.624768 -0.123330 -2.465760 -0.22 0.14 -0.16
O -1.145526 -3.524474 1.253924 -0.80 -0.29 -0.26
O 1.322582 -2.845796 0.521262 0.07 -0.34 0.40
H -3.007767 -2.816812 -2.118270 0.37 0.24 -0.05
H 0.757685 -2.016972 -4.068740 -0.18 0.01 0.16
H -1.379643 -3.330978 -3.968109 0.00 0.28 0.25
C -3.746035 1.395451 0.806928 0.27 0.28 0.42
C -2.893116 -0.629038 2.726860 0.40 0.30 0.39
H 2.375702 -0.878660 -2.761576 -0.45 0.34 -0.14
H 1.612875 0.680457 -3.230724 0.02 -0.40 0.38
H -1.777779 -2.950573 0.763909 0.37 -0.02 0.18
H -3.530776 -1.702336 -0.134100 0.14 0.32 0.04
C 3.037251 2.138271 -1.435075 0.08 0.03 0.25
C 3.686550 -0.509934 -0.553876 0.12 -0.13 0.71
H 0.477384 -0.362865 1.865166 0.27 -0.35 -0.56
H 1.934697 -3.324124 1.109719 -0.39 0.28 -0.37
H 0.420908 -3.204180 0.750673 0.67 0.31 -0.16
H -1.463943 -4.431070 1.110126 0.16 0.33 0.11
H -0.158431 2.514431 -1.298505 -0.05 0.61 -0.96
H 0.789032 -0.722470 1.249114 -0.30 0.13 0.62
H -4.708843 0.933758 1.048445 0.03 0.23 -0.14
H -3.587098 2.292288 1.429315 -0.25 -0.27 -0.16
H -3.729121 1.687703 -0.254605 -0.01 -0.18 0.35
H -3.975601 -0.777779 2.764095 0.13 -0.04 0.01
H -2.368075 -1.589247 2.846791 -0.18 0.36 -0.13
H -2.583881 0.041965 3.545395 -0.26 -0.28 -0.18
H 4.390266 -0.433962 -1.390598 -0.11 -0.05 0.18
H 4.163991 -0.177377 0.379495 0.02 -0.19 -0.31
H 3.333147 -1.541632 -0.425541 0.07 0.27 -0.06
H 3.902652 1.889122 -2.066237 -0.21 0.27 0.15
H 2.314228 2.735077 -2.006645 0.19 -0.15 0.12
H 3.354734 2.717422 -0.554616 0.06 -0.14 -0.33
Cl 1.673011 3.800906 4.594272 0.26 0.16 -0.19
C 1.472807 4.340238 2.929068 -0.57 -0.44 -0.34
Cl 2.958570 4.730349 2.034851 -0.02 0.04 0.36
C 0.813245 3.216690 2.123162 0.00 -0.11 -0.48
O -0.232106 3.496737 1.424448 0.76 -0.58 0.49
O 1.357619 2.069555 2.075972 -0.86 0.60 -0.49
H 0.822759 5.209175 2.914528 0.13 0.04 0.04
```
Positions in Å, forces in eV/Å.

The calculation puts the total energy at -2944.61259 Eh. As for the strongest force on any atom: 1.61 eV/A. The value obtained for the LUMO energy (alpha / beta) is -0.1822 / -0.1821 hartree. Its charge is +1. As for the HOMO energy (alpha / beta): -9.826 / -9.826 eV.


Entry from the Open Molecules 2025 dataset: a molecular structure, C13H26Cl2FeNO4P2 (ωB97M-V with the def2-TZVPD basis set).

```
49
Properties=species:S:1:pos:R:3:forces:R:3
C -1.132011 -2.441523 -2.902853 0.47 1.66 -0.20
C -0.498497 -1.320503 -2.331240 -0.27 -0.43 0.24
N 0.141831 -1.631420 -1.115960 1.36 3.93 0.00
C 0.221192 -2.802158 -0.492218 -0.37 -4.10 1.16
C -0.176096 -3.934883 -1.231446 -0.16 1.08 -0.01
C -0.892102 -3.723892 -2.434712 0.69 -1.52 0.94
C -0.360556 0.015000 -2.796573 -0.93 -0.16 2.68
P 0.043191 1.336776 -1.576474 1.62 -1.20 -2.33
Fe 0.617780 0.575710 0.642693 1.21 1.32 0.61
P 0.625387 -1.383351 1.920436 1.55 -1.84 0.62
C 0.950028 -2.885824 0.867867 -0.05 0.05 -1.37
O -4.593264 0.647714 -2.057048 1.29 0.46 -1.12
O -3.625273 2.073712 1.710742 0.82 -0.07 -1.43
H -1.715796 -2.287719 -3.787829 -0.22 0.10 -0.33
H 0.098432 -4.931681 -0.910648 -0.27 0.02 0.20
H -1.263542 -4.598726 -2.976375 0.13 0.39 0.13
C 1.690213 1.609051 -2.372536 0.17 0.68 0.49
C -0.783404 3.005306 -1.629900 -0.18 -0.18 0.12
H 0.702116 -3.850749 1.357642 0.15 0.71 -0.18
H 2.033669 -2.888491 0.613292 -0.19 0.14 0.49
H -3.846070 0.686934 -2.726983 -1.33 -0.31 1.33
H -0.839579 0.250050 -3.697369 -0.57 0.49 -1.22
C 2.175320 -0.987346 2.809571 0.18 -0.31 0.72
C -0.651862 -1.966660 3.110814 -0.26 0.34 0.34
H -0.609746 0.027767 -0.067273 -3.64 -1.08 0.39
H -2.988203 2.644327 1.202210 -1.00 -0.86 0.77
H -3.845112 1.345037 1.082153 0.20 0.91 0.61
H -4.637827 -0.262946 -1.757851 0.16 -0.19 -0.14
H 0.683669 -0.819236 -0.626693 -0.28 -2.20 -2.16
H -0.758463 -0.475298 0.662953 -1.07 1.18 -1.16
H 1.460015 2.183798 -3.280072 0.42 -0.08 0.05
H 2.429822 2.091704 -1.718639 -0.23 0.10 -0.46
H 2.017817 0.597474 -2.653245 -0.07 0.53 0.12
H -1.009694 3.284900 -2.671181 0.09 -0.13 0.35
H -1.718839 2.985794 -1.048022 0.26 -0.06 -0.31
H -0.130389 3.777835 -1.181012 -0.12 -0.51 -0.23
H -0.410098 -2.919495 3.630138 0.15 0.62 -0.52
H -0.813568 -1.185884 3.871612 0.06 -0.25 -0.23
H -1.611662 -2.098119 2.583971 0.41 0.02 0.05
H 2.435708 -1.674527 3.623640 -0.05 0.06 -0.15
H 3.015437 -0.942661 2.106300 -0.28 -0.15 -0.06
H 2.079385 0.020683 3.225238 -0.09 -0.12 0.05
Cl 1.280365 5.020747 2.396645 0.24 0.01 0.44
C 2.465410 3.709531 2.557286 0.19 -0.84 -1.08
Cl 2.413319 2.802994 4.104682 0.05 0.66 -0.20
C 2.078427 2.678836 1.438194 0.97 -0.40 -0.95
O 2.817030 2.464214 0.453337 -1.32 0.50 2.21
O 0.946836 2.070051 1.670123 0.93 1.33 0.55
H 3.489255 4.107149 2.402618 -0.83 -0.29 0.17
```
Positions in Å, forces in eV/Å.

The calculation puts the total energy at -3733.23423 Eh. As for the strongest force on any atom: 4.28 eV/A. The value obtained for the LUMO energy (alpha / beta) is 0.0028 / -0.0253 hartree. As for the spin multiplicity: 6. Its charge is 0. As for the HOMO energy (alpha / beta): -4.261 / -6.486 eV. The calculation puts the energy relative to the best compared isomer or geometry (same formula, charge and spin) at 3.081 eV.